Molecular formula: C29H25CeNO6S3
Method: DFT, wB97M-V/def2-TZVPD

Each line ends with the Mulliken charge.
Atoms and positions in Å:
Ce (0.61136, 1.24468, 0.13658)  0.287
C (-1.26790, 2.07107, -1.89527)  -0.401
C (-0.28847, 3.08266, -1.99260)  -0.630
C (-0.41157, 3.93130, -0.87438)  -0.365
C (-1.41877, 3.42532, -0.05190)  -0.666
C (-1.91315, 2.23114, -0.63915)  -0.679
H (-1.44049, 1.33200, -2.67560)  0.504
H (0.46088, 3.15984, -2.76587)  0.513
H (0.28402, 4.70610, -0.60426)  0.383
H (-1.70240, 3.77846, 0.91841)  0.600
H (-2.70430, 1.64060, -0.22118)  0.542
O (0.64920, -2.54422, 0.93459)  -0.664
S (0.71620, -1.33275, 1.68001)  1.101
O (0.47103, -1.45601, 3.08194)  -0.702
O (-0.49451, -0.50189, 1.06808)  -0.244
O (1.91974, -0.46535, 1.33398)  -0.621
C (-3.36400, -4.57291, 0.42795)  -1.754
C (-3.65473, -3.39546, -0.48502)  2.079
C (-3.97423, -2.18843, 0.39725)  -1.934
C (-4.85331, -3.64706, -1.37852)  -1.800
C (-2.41698, -3.06367, -1.34369)  0.375
C (-1.93535, -3.98828, -2.29955)  -0.166
C (-0.78795, -3.80971, -2.99681)  -1.488
C (-0.05219, -2.66306, -2.75816)  1.212
S (1.48736, -2.21425, -3.42834)  -0.569
C (1.44174, -0.74784, -2.48667)  0.661
N (0.42741, -0.65279, -1.71848)  0.863
C (-0.45821, -1.71738, -1.83554)  -2.815
C (-1.65747, -1.93266, -1.11075)  1.250
C (2.47233, 0.27004, -2.54913)  0.389
C (3.55340, 0.13296, -3.42188)  -0.930
C (4.57265, 1.05648, -3.42863)  -0.648
C (4.52528, 2.12446, -2.52335)  -0.726
C (3.47117, 2.25743, -1.66187)  -0.255
C (2.41815, 1.31231, -1.60216)  0.817
H (-4.25113, -4.81795, 1.01527)  0.440
H (-2.52321, -4.35108, 1.08426)  0.375
H (-3.11277, -5.44650, -0.14238)  0.376
H (-4.88180, -2.41689, 0.96761)  0.520
H (-4.15655, -1.29304, -0.21862)  0.327
H (-3.12392, -2.02680, 1.07269)  0.334
H (-5.76359, -3.79776, -0.77352)  0.445
H (-4.71739, -4.51352, -2.05550)  0.285
H (-5.04672, -2.79557, -2.02607)  0.415
H (-2.52316, -4.90676, -2.44008)  0.287
H (-0.46579, -4.56477, -3.70393)  0.350
H (-1.87246, -1.20405, -0.34160)  0.336
H (3.57269, -0.69259, -4.14537)  0.261
H (5.41034, 0.92678, -4.09939)  0.366
H (5.32357, 2.88706, -2.49512)  0.356
H (3.51567, 3.08650, -0.95129)  0.326
O (3.04935, 4.58409, 1.74682)  -0.754
C (2.49825, 3.47983, 1.92670)  0.115
O (2.04261, 2.73724, 0.95404)  -0.199
C (2.29383, 3.00772, 3.32450)  0.182
C (3.26819, 3.28723, 4.27681)  -0.615
C (3.11791, 2.88483, 5.60781)  -0.431
C (1.96876, 2.23430, 6.00788)  -0.485
C (0.98462, 1.95081, 5.08624)  -0.797
C (1.11246, 2.34083, 3.73009)  0.856
S (-0.28224, 2.18135, 2.67551)  -0.606
H (4.14507, 3.83477, 3.94975)  0.391
H (3.88519, 3.10396, 6.35012)  0.317
H (1.80118, 1.94405, 7.04259)  0.319
H (0.04508, 1.49281, 5.34421)  0.391

The calculation puts the frontier orbital gap at 5.611 eV. The spin multiplicity is 1. The value obtained for the calculated total energy is -3296.198793 a.u. The value obtained for the max |F| is 0.052 hartree/bohr. The total charge is -2. Its LUMO energy is 3.9851 eV. The calculation puts the energy relative to the best compared isomer or geometry (same formula, charge and spin) at 0.0 kJ/mol.



Molecular formula: C29H25FO13S
Method: DFT, wB97M-V/def2-TZVPD

Each line ends with the Mulliken charge.
Atoms and positions in Å:
O (-0.46709, 1.04878, 4.33614)  -0.416
C (-0.50095, 1.42647, 3.23893)  0.310
O (-1.64408, 2.06093, 2.79320)  -0.507
C (0.68311, 1.30478, 2.28533)  -0.514
C (0.28974, 1.69287, 0.83300)  0.965
O (1.05884, 0.98621, -0.16951)  -0.109
S (2.47804, 1.74949, -0.56366)  0.486
O (2.80660, 2.68411, 0.48334)  -0.528
O (2.25109, 2.68253, -1.91715)  -0.269
C (1.04102, 3.44799, -1.93910)  0.110
C (1.12881, 4.78297, -1.18468)  -0.260
F (2.33134, 5.41362, -1.42206)  -0.306
H (-2.14379, 1.49466, 2.18240)  0.292
H (1.40345, 2.06674, 2.62824)  0.423
H (1.15998, 0.32122, 2.32663)  0.238
H (0.28882, 2.78265, 0.72211)  0.150
H (-0.75750, 1.37847, 0.68793)  -0.645
H (0.86877, 3.71294, -2.99619)  0.433
H (0.15138, 2.86965, -1.64203)  -0.167
H (0.29077, 5.44348, -1.46148)  0.356
H (1.06490, 4.66151, -0.09234)  0.181
C (-0.76396, -4.66099, -0.21917)  -0.437
C (-0.90996, -3.89014, 0.85567)  -0.548
C (-0.24765, -2.56699, 0.94680)  0.384
O (-0.37999, -1.86238, 1.92894)  -0.467
C (0.58068, -2.13454, -0.20202)  -0.014
C (0.72792, -2.90410, -1.27941)  -0.444
C (0.06572, -4.22823, -1.37185)  0.325
O (0.19457, -4.93208, -2.35097)  -0.561
H (-1.23851, -5.63049, -0.30471)  0.417
H (-1.51162, -4.18841, 1.70529)  0.441
H (1.05345, -1.16584, -0.11354)  0.296
H (1.32962, -2.60312, -2.12860)  0.636
C (-0.27537, -3.27926, 7.97317)  -0.387
C (-1.39241, -2.66436, 8.35258)  -0.386
C (-1.77853, -1.34997, 7.78191)  0.329
O (-2.79719, -0.78958, 8.13011)  -0.552
C (-0.87327, -0.74982, 6.77302)  -0.348
C (0.24389, -1.36567, 6.39418)  -0.256
C (0.63012, -2.67795, 6.96296)  0.355
O (1.64769, -3.24274, 6.61727)  -0.557
H (0.02392, -4.23793, 8.37801)  0.408
H (-2.06564, -3.08790, 9.08744)  0.406
H (-1.16920, 0.20700, 6.36632)  0.556
H (0.91500, -0.94037, 5.65925)  0.453
C (3.07737, 0.15230, -7.02678)  -0.362
C (2.39577, -0.60809, -6.17349)  -0.381
C (2.70791, -0.60545, -4.72481)  0.282
O (2.08746, -1.30023, -3.94498)  -0.460
C (3.80497, 0.27576, -4.26245)  -0.154
C (4.48730, 1.03705, -5.11387)  -0.430
C (4.17650, 1.03563, -6.56415)  0.328
O (4.79504, 1.72950, -7.34202)  -0.548
H (2.86530, 0.16391, -8.08835)  0.402
H (1.59053, -1.25799, -6.49221)  0.440
H (4.01563, 0.26297, -3.20039)  0.412
H (5.29177, 1.68672, -4.79339)  0.421
C (-3.70477, 1.57148, -3.39056)  -0.461
C (-2.93065, 1.72555, -2.31985)  -0.261
C (-3.09094, 0.86423, -1.12672)  0.264
O (-2.38326, 1.00617, -0.14590)  -0.437
C (-4.14253, -0.17671, -1.16756)  -0.368
C (-4.91830, -0.33306, -2.23728)  -0.427
C (-4.76005, 0.52874, -3.43440)  0.305
O (-5.46325, 0.38742, -4.40983)  -0.534
H (-3.60380, 2.19162, -4.27213)  0.438
H (-2.15593, 2.48004, -2.27026)  0.376
H (-4.24182, -0.79594, -0.28483)  0.462
H (-5.69276, -1.08782, -2.28550)  0.418

The calculation puts the frontier orbital gap at 7.567 eV. The spin multiplicity is 1. The value obtained for the calculated total energy is -2596.061170 a.u. The value obtained for the max |F| is 0.064 hartree/bohr. Its LUMO energy is -2.3050 eV.



Molecular formula: C29H25KN4OP2
Method: DFT, wB97M-V/def2-TZVPD

Each line ends with the Mulliken charge.
Atoms and positions in Å:
K (-2.51403, 1.42122, 0.70189)  0.888
C (2.78195, 0.44184, 0.21564)  -0.999
N (1.33676, 0.25964, 0.15528)  0.242
P (0.31238, 0.80664, -1.09794)  0.556
C (1.32322, 0.56570, -2.59226)  -0.222
C (2.18677, 1.52758, -3.11023)  -0.057
C (2.95210, 1.25204, -4.23504)  -0.669
C (2.86269, 0.01028, -4.84724)  -0.468
C (2.00059, -0.95359, -4.34118)  -0.605
C (1.22893, -0.67438, -3.22433)  -0.333
C (0.25936, 2.63211, -0.92949)  0.172
C (-0.43238, 3.37477, -1.89023)  -0.447
C (-0.62386, 4.73635, -1.72372)  -0.668
C (-0.14410, 5.37577, -0.58548)  -0.454
C (0.52552, 4.64520, 0.38303)  -0.785
C (0.72462, 3.27898, 0.21263)  0.125
P (0.34488, -0.30176, 1.47235)  0.025
C (-0.22209, -1.92835, 0.86506)  0.632
C (-1.48295, -2.35429, 1.26949)  -0.851
C (-2.01472, -3.54441, 0.78743)  -0.614
C (-1.28569, -4.30906, -0.10904)  -0.477
C (-0.02823, -3.88595, -0.52631)  -0.837
C (0.49904, -2.69834, -0.04689)  0.055
C (1.60980, -0.70674, 2.72103)  -0.093
C (2.05061, 0.34754, 3.52123)  -0.288
C (3.03492, 0.15023, 4.47717)  -0.651
C (3.57545, -1.11593, 4.65721)  -0.477
C (3.12661, -2.17646, 3.88310)  -0.703
C (2.14998, -1.97394, 2.91784)  0.013
H (3.17672, 0.51671, -0.79737)  0.432
H (3.25821, -0.41149, 0.69799)  0.321
H (3.07661, 1.34359, 0.76208)  0.287
H (2.26061, 2.49884, -2.63569)  0.367
H (3.61892, 2.00671, -4.63179)  0.404
H (3.45924, -0.20395, -5.72471)  0.382
H (1.92000, -1.91786, -4.82607)  0.406
H (0.54029, -1.41970, -2.84151)  0.447
H (-0.83335, 2.88089, -2.76906)  0.430
H (-1.15789, 5.30009, -2.47767)  0.404
H (-0.29858, 6.43877, -0.45393)  0.402
H (0.89782, 5.13620, 1.27335)  0.431
H (1.24445, 2.71162, 0.97527)  0.090
H (-2.07037, -1.74848, 1.95288)  0.410
H (-3.00437, -3.85669, 1.09372)  0.424
H (-1.70380, -5.22811, -0.49878)  0.394
H (0.53421, -4.47959, -1.23611)  0.425
H (1.46382, -2.35038, -0.39932)  0.565
H (1.61282, 1.33295, 3.39958)  0.339
H (3.36965, 0.97827, 5.08837)  0.398
H (4.33827, -1.27882, 5.40759)  0.380
H (3.53723, -3.16703, 4.03087)  0.408
H (1.80428, -2.81044, 2.32425)  0.372
N (-6.38723, -0.95936, 1.81517)  -0.415
C (-5.46412, -0.29298, 1.06988)  0.824
O (-4.67541, 0.49932, 1.63042)  -0.806
C (-5.44125, -0.56446, -0.33776)  0.201
C (-6.33597, -1.49343, -0.90610)  -0.102
N (-7.08937, -2.28325, -1.28760)  -0.537
C (-4.51347, 0.12876, -1.13353)  0.158
N (-3.72636, 0.74806, -1.72091)  -0.679
H (-6.46109, -0.71793, 2.78588)  0.240
H (-7.08865, -1.53950, 1.38959)  0.194

The calculation puts the frontier orbital gap at 7.426 eV. The spin multiplicity is 1. The value obtained for the calculated total energy is -2697.080299 a.u. The value obtained for the max |F| is 0.004 hartree/bohr. Its LUMO energy is 0.0428 eV.



Molecular formula: C29H26ClGaN7S
Method: DFT, wB97M-V/def2-TZVPD

Each line ends with the Mulliken charge.
Atoms and positions in Å:
Ga (0.15060, 0.61894, 0.03208)  1.097
C (-4.02795, 0.11209, -1.02675)  -0.988
C (-4.07164, -0.58151, -2.23172)  -0.419
C (-2.89979, -1.07750, -2.74990)  -0.636
C (-1.68869, -0.85878, -2.08612)  0.430
N (-1.63901, -0.12961, -0.95427)  -0.092
C (-2.80578, 0.30894, -0.43397)  -0.579
N (-0.58784, -1.50442, -2.61833)  -0.531
C (0.60597, -1.38697, -2.17536)  0.229
N (1.12998, -0.58952, -1.16371)  -0.129
C (2.46790, -0.94009, -0.98426)  -0.879
N (3.33431, -0.51153, -0.14566)  -0.515
C (3.24077, 0.71037, 0.50064)  0.385
C (4.22292, 1.02247, 1.44408)  -0.615
C (4.33120, 2.31514, 1.89714)  -0.366
C (3.48177, 3.28829, 1.37342)  -0.783
C (2.49739, 2.88527, 0.50347)  -0.463
N (2.31824, 1.60670, 0.11688)  -0.208
C (2.80690, -2.01435, -1.94029)  1.122
C (3.99131, -2.69206, -2.15653)  -0.104
C (3.99995, -3.64135, -3.17272)  -0.672
C (2.86095, -3.88395, -3.94314)  -0.771
C (1.67879, -3.18585, -3.72005)  0.074
C (1.68411, -2.25175, -2.70245)  -0.059
H (-4.91934, 0.49576, -0.55197)  0.498
H (-5.01125, -0.74936, -2.74139)  0.429
H (-2.86749, -1.65895, -3.65988)  0.549
H (-2.73982, 0.82778, 0.50744)  0.828
H (4.91738, 0.24925, 1.74067)  0.474
H (5.09726, 2.58222, 2.61341)  0.451
H (3.58050, 4.33116, 1.63744)  0.423
H (1.80956, 3.60608, 0.08609)  0.631
H (4.86873, -2.48369, -1.55802)  0.567
H (4.90601, -4.19559, -3.37903)  0.453
H (2.90308, -4.62532, -4.73015)  0.444
H (0.78925, -3.36264, -4.31081)  0.559
Cl (-5.53659, 2.88437, 4.00887)  -0.208
C (-4.08655, 2.75153, 3.06715)  0.414
C (-4.01367, 3.36247, 1.82663)  -0.836
C (-2.85312, 3.24329, 1.07666)  0.177
C (-1.76005, 2.51203, 1.53834)  -0.300
C (-0.51241, 2.38854, 0.71015)  -1.343
C (-1.85260, 1.93435, 2.80396)  0.119
C (-3.00490, 2.04505, 3.56740)  -1.116
H (-4.85708, 3.92963, 1.45612)  0.439
H (-2.80264, 3.72072, 0.10441)  0.402
H (0.31651, 2.72706, 1.32093)  0.705
H (-0.56973, 3.04710, -0.15989)  0.471
H (-1.00606, 1.39515, 3.21404)  0.465
H (-3.06420, 1.58927, 4.54688)  0.434
S (0.06787, -0.82398, 1.93527)  -0.590
C (0.37089, -2.39472, 1.24587)  0.241
N (-0.60089, -3.03798, 0.61746)  -0.003
C (-0.48551, -4.41272, 0.11970)  -0.822
C (0.96479, -4.70634, -0.22050)  0.249
C (1.86534, -4.33343, 0.94425)  -0.840
N (1.54921, -2.97293, 1.39427)  -0.009
H (-1.48520, -2.55737, 0.56104)  0.186
H (-1.11959, -4.50488, -0.75981)  0.444
H (-0.85638, -5.10074, 0.88226)  0.377
H (1.25491, -4.13561, -1.10273)  -0.464
H (1.08281, -5.76308, -0.45421)  0.496
H (2.91133, -4.34893, 0.64516)  0.465
H (1.73828, -5.02569, 1.77864)  0.367
H (2.25554, -2.42192, 1.85701)  0.249

The calculation puts the frontier orbital gap at 7.258 eV. The spin multiplicity is 1. The value obtained for the calculated total energy is -4287.107967 a.u. The value obtained for the max |F| is 0.009 hartree/bohr. The total charge is +1. Its LUMO energy is -3.4762 eV.



Which value of calculated total energy does entry 2 give? -2596.061170 a.u.